No. 1
# C22H25N3O4

The molecule C22H25N3O4 (the ωB97M-V functional and the def2-TZVPD basis, the OMol25 dataset).

Its HOMO energy is -8.70 eV. The SMILES is O=C(CCCN1C(=O)c2cccc3cccc(c23)C1=O)NCCN1CCOCC1. As for the charge: 0. Its HOMO-LUMO gap is 0.2800 Eh.

Last column: Löwdin charge in e.
CARTESIAN COORDINATES (ANGSTROEM)
1 O -2.0453 -4.1434 -0.5484  0.050
2 C -1.5505 -3.0544 -0.7699  -0.515
3 C -0.1469 -2.9106 -1.3478  -0.094
4 C 0.8693 -3.5162 -0.3774  -0.149
5 C 1.0938 -2.6469 0.8597  -0.111
6 N 1.8853 -1.4552 0.5582  0.075
7 C 3.2589 -1.6476 0.4601  -0.350
8 O 3.7406 -2.7483 0.6253  0.105
9 C 4.0722 -0.4590 0.1566  -0.061
10 C 5.4408 -0.5777 0.0296  0.017
11 C 6.2241 0.5455 -0.2518  -0.053
12 C 5.6440 1.7785 -0.4031  -0.011
13 C 4.2482 1.9400 -0.2793  -0.149
14 C 3.6065 3.1879 -0.4219  -0.009
15 C 2.2464 3.2966 -0.2890  -0.050
16 C 1.4680 2.1692 -0.0114  0.021
17 C 2.0595 0.9311 0.1330  -0.054
18 C 3.4565 0.7987 0.0033  -0.053
19 C 1.2295 -0.2497 0.4205  -0.337
20 O 0.0181 -0.1756 0.5339  0.061
21 N -2.1966 -1.8964 -0.5439  0.075
22 C -3.4984 -1.8506 0.0821  -0.153
23 C -3.5433 -0.6997 1.0862  -0.175
24 N -3.4388 0.5693 0.3851  -0.176
25 C -2.7142 1.5926 1.1158  -0.170
26 C -2.5339 2.8039 0.2006  -0.206
27 O -3.7716 3.3155 -0.2347  -0.131
28 C -4.5002 2.3213 -0.9159  -0.196
29 C -4.7254 1.0915 -0.0364  -0.167
30 H -0.1204 -3.4748 -2.2820  0.123
31 H 0.0844 -1.8673 -1.5624  0.105
32 H 1.8271 -3.6762 -0.8753  0.112
33 H 0.4900 -4.4860 -0.0513  0.121
34 H 1.6467 -3.2185 1.6085  0.130
35 H 0.1409 -2.3152 1.2737  0.125
36 H 5.8910 -1.5512 0.1526  0.124
37 H 7.2933 0.4333 -0.3483  0.108
38 H 6.2494 2.6468 -0.6191  0.116
39 H 4.2079 4.0592 -0.6367  0.117
40 H 1.7642 4.2562 -0.3983  0.109
41 H 0.3968 2.2530 0.0948  0.103
42 H -1.7117 -1.0118 -0.5906  0.108
43 H -3.6688 -2.8123 0.5738  0.122
44 H -4.2711 -1.7137 -0.6831  0.117
45 H -2.6878 -0.7954 1.7580  0.122
46 H -4.4630 -0.7640 1.6885  0.124
47 H -1.7356 1.1970 1.3913  0.098
48 H -3.2514 1.9068 2.0287  0.133
49 H -2.0352 3.6196 0.7282  0.125
50 H -1.9337 2.5036 -0.6727  0.121
51 H -5.4510 2.7769 -1.1977  0.125
52 H -3.9554 2.0173 -1.8229  0.127
53 H -5.2559 0.3294 -0.6095  0.120
54 H -5.3473 1.3770 0.8323  0.131


No. 2
# C22H25N3O5S

The molecule C22H25N3O5S (the ωB97M-V functional and the def2-TZVPD basis, the OMol25 dataset).

Its HOMO energy is -7.37 eV. The SMILES is COC(=O)c1ccc(-c2sc3nc(N4CCOCC4)c4c(c3c2N)CC(C)(C)OC4)o1. As for the charge: 0. Its HOMO-LUMO gap is 0.2745 Eh.

Last column: Löwdin charge in e.
CARTESIAN COORDINATES (ANGSTROEM)
1 C 3.3571 1.8618 6.7672  -0.048
2 O 3.1413 1.2092 5.5274  -0.021
3 C 4.0692 0.3058 5.1763  -0.448
4 O 5.0363 0.0357 5.8513  0.114
5 C 3.7765 -0.3114 3.8890  -0.167
6 C 4.4993 -1.2534 3.1915  0.028
7 C 3.7901 -1.5009 2.0086  -0.005
8 C 2.6644 -0.6936 2.0555  -0.274
9 C 1.5842 -0.4904 1.1407  -0.382
10 S 0.6418 0.9840 1.2944  1.125
11 C -0.3261 0.5104 -0.0606  -0.522
12 N -1.3090 1.2655 -0.5037  0.123
13 C -1.9925 0.8594 -1.5633  -0.231
14 N -3.0797 1.6428 -1.9134  -0.079
15 C -3.1617 2.2642 -3.2244  -0.129
16 C -4.6173 2.6583 -3.4863  -0.192
17 O -5.0881 3.5480 -2.5045  -0.130
18 C -4.9714 2.9789 -1.2200  -0.189
19 C -3.5269 2.5903 -0.9022  -0.145
20 C -1.6989 -0.3675 -2.2145  -0.044
21 C -0.6720 -1.1628 -1.7355  -0.068
22 C 0.0588 -0.7285 -0.6080  -0.117
23 C 1.1456 -1.3106 0.1227  -0.272
24 N 1.7170 -2.5390 -0.1567  0.135
25 C -0.3733 -2.4891 -2.3780  -0.068
26 C -1.0631 -2.6576 -3.7409  -0.564
27 C -0.2891 -1.8872 -4.8191  -0.012
28 C -1.1391 -4.1381 -4.1168  -0.015
29 O -2.4140 -2.2264 -3.6296  -0.069
30 C -2.5479 -0.8552 -3.3597  -0.152
31 O 2.6668 0.0242 3.1925  0.084
32 H 3.3665 1.1356 7.5832  0.098
33 H 2.5349 2.5625 6.8873  0.093
34 H 4.3140 2.3886 6.7584  0.098
35 H 5.4238 -1.6918 3.5059  0.123
36 H 4.0986 -2.1404 1.2072  0.105
37 H -2.8147 1.5889 -4.0014  0.106
38 H -2.5398 3.1732 -3.2462  0.138
39 H -4.7090 3.1782 -4.4414  0.127
40 H -5.2401 1.7503 -3.5024  0.127
41 H -5.3282 3.7343 -0.5187  0.126
42 H -5.6101 2.0850 -1.1511  0.127
43 H -3.4690 2.1144 0.0755  0.124
44 H -2.8924 3.4864 -0.8929  0.131
45 H 1.0769 -3.2270 -0.5210  0.077
46 H 2.2786 -2.8969 0.6022  0.075
47 H -0.7366 -3.2802 -1.7133  0.137
48 H 0.7045 -2.5990 -2.5070  0.129
49 H 0.6385 -2.4084 -5.0399  0.090
50 H -0.0445 -0.8806 -4.4873  0.088
51 H -0.8798 -1.8296 -5.7308  0.095
52 H -1.5563 -4.2427 -5.1142  0.088
53 H -1.7898 -4.6593 -3.4199  0.088
54 H -0.1503 -4.5877 -4.0936  0.089
55 H -2.3193 -0.2842 -4.2745  0.114
56 H -3.6045 -0.7016 -3.1204  0.141


E_tot (a.u.)
-1318.64555 -1792.00339